1.
Computed, not measured: a molecular structure, C21H25IrN3O2, with the ωB97M-V functional and the def2-TZVPD basis.

Calculated values
Spin multiplicity: 1
DFT total energy (eV): -33581.85767
Net charge: +1
Strongest force on any atom (eV/Å): 0.09
Lowest unoccupied orbital energy (hartree): -0.118
Frontier orbital gap (eV): 7.63
Relative energy (zero: lowest compared OMol25 entry of this formula, charge and spin) (kcal per mole): 0.0

Positions of all 52 atoms, in Å:
Ir 0.00972 0.30287 -0.35543
C -2.80538 -0.63624 -1.14886
N -1.87425 0.51249 -1.31138
C -2.54595 1.74812 -0.80730
C -2.64809 1.77944 0.70846
C -1.42936 2.38330 1.39425
N -0.13178 1.95987 0.82402
C 0.88710 2.63520 1.22908
C 2.27486 2.40459 0.94418
C 3.20009 3.31263 1.49556
C 4.54862 3.17269 1.28788
C 5.00746 2.10107 0.51448
C 4.12698 1.19575 -0.03276
C 2.74895 1.33001 0.17051
O 1.95618 0.42424 -0.39974
C -1.61046 0.68162 -2.79286
C -0.25633 0.19643 -3.31305
C 0.11711 -1.23452 -2.96109
N 0.18087 -1.37772 -1.49991
C 0.29633 -2.53384 -0.96668
C 0.20839 -2.79552 0.45159
C 0.69796 -4.02184 0.92575
C 0.60433 -4.36258 2.25477
C -0.01688 -3.47605 3.13485
C -0.52333 -2.27114 2.69244
C -0.42369 -1.90507 1.34741
O -1.01083 -0.76123 0.97481
H -3.73230 -0.41811 -1.68254
H -3.01094 -0.81948 -0.10217
H -2.35260 -1.53093 -1.56674
H -3.53316 1.81014 -1.27346
H -1.95947 2.59824 -1.15984
H -2.82942 0.78052 1.09764
H -3.50986 2.38565 0.98951
H -1.44235 2.09896 2.44752
H -1.47684 3.47352 1.34436
H 0.68644 3.48530 1.88184
H 2.82560 4.13371 2.09550
H 5.24595 3.87761 1.71711
H 6.06914 1.97699 0.34546
H 4.47264 0.36108 -0.62732
H -1.69306 1.74305 -3.02159
H -2.41531 0.17663 -3.33012
H 0.54328 0.86509 -2.98225
H -0.29205 0.29022 -4.40090
H 1.08905 -1.48040 -3.39268
H -0.61702 -1.93715 -3.36445
H 0.44335 -3.39476 -1.62069
H 1.16054 -4.70360 0.22156
H 0.99719 -5.30454 2.60930
H -0.10556 -3.73347 4.18236
H -1.01310 -1.58558 3.37088

Force components x, y, z for each atom (eV/Å):
Ir -0.03 -0.06 -0.05
C 0.00 0.01 0.00
N -0.08 0.04 0.00
C 0.02 -0.01 -0.02
C 0.04 0.00 0.01
C -0.02 0.01 0.00
N 0.03 0.03 0.04
C 0.02 -0.02 -0.01
C -0.03 0.01 0.01
C 0.01 0.01 0.01
C -0.01 -0.01 -0.01
C -0.01 0.00 0.00
C 0.01 -0.01 0.00
C 0.01 -0.01 0.00
O 0.06 0.05 0.01
C 0.01 0.00 0.02
C 0.00 -0.01 -0.01
C 0.00 0.02 0.01
N -0.01 -0.03 0.03
C -0.01 -0.03 -0.01
C 0.01 0.00 0.00
C 0.00 0.00 0.00
C 0.00 0.00 0.00
C 0.00 0.00 0.00
C 0.00 0.00 0.00
C -0.03 0.01 0.00
O 0.04 -0.03 -0.01
H 0.00 0.00 0.00
H 0.00 0.00 0.01
H 0.00 0.00 -0.01
H 0.00 0.00 0.01
H -0.01 0.01 0.00
H -0.01 -0.01 -0.01
H 0.00 0.00 0.00
H 0.00 0.01 0.00
H 0.00 0.00 -0.02
H 0.00 0.00 0.00
H 0.00 0.00 0.00
H 0.00 0.00 0.00
H 0.00 0.00 0.00
H 0.00 0.00 0.00
H 0.01 0.00 -0.01
H 0.00 0.00 0.00
H 0.00 0.01 0.00
H 0.00 0.00 0.00
H 0.01 0.02 0.00
H 0.01 0.00 0.00
H 0.00 0.00 0.00
H 0.00 0.00 0.00
H 0.00 0.00 0.00
H 0.00 0.00 0.00
H 0.00 0.00 0.00

***

2.
Computed, not measured: a single C4H12N2O molecule, with the ωB97M-V functional and the def2-TZVPD basis.

Calculated values
Spin multiplicity: 1
DFT total energy (eV): -9368.09688
Strongest force on any atom (eV/Å): 3.12
SMILES: NCCNCCO
Lowest unoccupied orbital energy (hartree): 0.039
Frontier orbital gap (eV): 9.71
Relative energy (zero: lowest compared OMol25 entry of this formula, charge and spin) (kcal per mole): 71.4

Positions of all 19 atoms, in Å:
N 1.45843 1.01816 -1.44311
C 0.80530 1.56957 -0.19926
C 0.85388 0.73618 1.04945
N -0.15072 -0.28912 1.23146
C -1.43776 -0.50441 0.50135
C -1.30775 -1.76361 -0.37607
O -0.31885 -1.50485 -1.30385
H 0.18662 -0.83751 -0.70600
H 2.42847 0.79316 -1.59723
H 0.94377 0.71344 -2.26987
H 1.29873 2.51343 0.09194
H -0.25691 1.61782 -0.51680
H 0.85913 1.50071 1.86740
H 1.89281 0.27868 0.94135
H 0.15032 -0.88021 1.94378
H -1.90722 0.35059 -0.07120
H -2.15998 -0.61488 1.34078
H -1.08456 -2.53091 0.40297
H -2.25371 -2.16624 -0.88709

Force components x, y, z for each atom (eV/Å):
N -0.57 -0.19 -0.03
C 0.06 -0.56 -2.34
C 1.51 0.10 -0.04
N -0.20 1.80 -2.54
C -1.26 0.29 1.64
C -2.25 -0.88 1.02
O 1.45 1.42 1.35
H 0.13 -1.52 -2.11
H 0.05 0.32 0.93
H -0.29 0.38 0.98
H -0.66 -0.04 -0.57
H 0.62 0.97 0.29
H 0.01 -0.78 -0.16
H -1.06 0.28 0.86
H -0.45 -1.52 1.01
H 1.38 -0.51 0.54
H -0.01 -0.45 -0.73
H 0.44 -0.15 -0.75
H 1.10 1.05 0.65

***

3.
Computed, not measured: a single C5H8O molecule, with the ωB97M-V functional and the def2-TZVPD basis.

Calculated values
Spin multiplicity: 1
DFT total energy (eV): -7359.23112
Strongest force on any atom (eV/Å): 4.47
SMILES: C=C(C)CC=O
Lowest unoccupied orbital energy (hartree): 0.033
Frontier orbital gap (eV): 9.31
Relative energy (zero: lowest compared OMol25 entry of this formula, charge and spin) (kcal per mole): 69.7

Positions of all 14 atoms, in Å:
C -1.03659 0.98632 -0.03931
C 1.25017 0.70806 0.87065
C -0.11017 0.14947 0.56203
C -0.48383 -0.72175 -1.40902
C -0.17060 -1.26517 0.29930
O -1.44064 -1.17637 -1.98286
H 0.45968 -0.36516 -1.82977
H -0.85235 2.05403 -0.07656
H -2.07219 0.69294 -0.16024
H 1.74957 0.10978 1.63493
H 1.19141 1.74326 1.21175
H 1.87454 0.68993 -0.03307
H 0.74617 -1.83181 0.43828
H -1.10518 -1.77353 0.51389

Force components x, y, z for each atom (eV/Å):
C 0.34 0.00 1.99
C -0.03 0.16 0.14
C -0.29 2.37 -1.05
C 0.56 -4.16 1.53
C -1.08 0.20 -2.78
O 0.56 1.23 0.35
H -0.27 0.79 -0.07
H 0.04 -0.03 0.11
H 0.14 -0.21 -0.41
H 0.01 0.02 -0.05
H 0.02 -0.08 -0.07
H -0.02 -0.11 0.08
H -0.16 -0.01 0.10
H 0.18 -0.17 0.14

***

4.
Computed, not measured: a single C5H7PS molecule, with the ωB97M-V functional and the def2-TZVPD basis.

Calculated values
Spin multiplicity: 1
DFT total energy (eV): -25421.84895
Strongest force on any atom (eV/Å): 0.53
SMILES: C=C1C=CP(S)C1
Lowest unoccupied orbital energy (hartree): 0.027
Frontier orbital gap (eV): 9.13
Relative energy (zero: lowest compared OMol25 entry of this formula, charge and spin) (kcal per mole): 2.2

Positions of all 14 atoms, in Å:
C -1.23419 0.05102 0.67520
C -0.71419 1.28002 0.61443
C -0.49911 -0.93169 -0.10888
C 0.91645 -0.48186 -0.30256
C -1.03667 -1.96537 -0.73318
P 0.69663 1.34981 -0.52838
S 2.21560 2.10297 0.73332
H -2.14014 -0.21209 1.19738
H -1.13825 2.16014 1.06838
H 1.40968 -0.95633 -1.14846
H 1.50414 -0.65606 0.60398
H -0.46276 -2.60729 -1.37868
H -2.07578 -2.21927 -0.60578
H 2.55855 3.08600 -0.08679

Force components x, y, z for each atom (eV/Å):
C -0.02 0.42 0.22
C -0.01 -0.15 -0.05
C 0.25 -0.27 -0.28
C 0.15 0.19 -0.11
C -0.27 -0.45 0.05
P 0.11 0.08 0.11
S 0.01 -0.12 0.28
H -0.19 0.01 0.05
H -0.09 0.10 0.08
H -0.03 0.00 0.00
H -0.04 0.03 -0.05
H 0.18 -0.09 -0.10
H -0.22 0.00 0.03
H 0.16 0.27 -0.22

***

5.
Computed, not measured: 2 unconnected molecules or ions with the total composition C4H9NO3, with the ωB97M-V functional and the def2-TZVPD basis.

Calculated values
Spin multiplicity: 2
DFT total energy (eV): -11925.76265
Net charge: -1
Strongest force on any atom (eV/Å): 1.40
Expectation value of S²: 0.75
Lowest unoccupied orbital energy (spin up / spin down) (hartree): 0.132 / 0.132
Frontier orbital gap (spin up / spin down) (eV): 3.33 / 6.87
Relative energy (zero: lowest compared OMol25 entry of this formula, charge and spin) (kcal per mole): 22.4

Positions of all 17 atoms, in Å:
O 1.17665 3.66808 -1.55084
C 0.87706 3.09130 -0.43426
C 0.46615 1.64475 -0.21671
N 0.36264 0.77404 -1.39889
H 0.96089 3.64649 0.51759
H 1.19951 1.22067 0.47970
H -0.51429 1.68421 0.28240
H -0.23321 -0.38080 -0.90806
H -0.22994 1.18057 -2.11644
H 1.29013 0.60532 -1.77609
O -0.06267 -0.95627 1.68338
C -0.56500 -1.64531 0.81572
O -0.77506 -1.34217 -0.43912
C -0.94409 -3.08566 1.19639
H -1.60019 -3.50440 0.43171
H 0.01092 -3.63218 1.26786
H -1.41952 -2.96862 2.16567

Force components x, y, z for each atom (eV/Å):
O 0.10 -0.33 -0.76
C -0.13 0.39 0.21
C 0.13 1.33 0.40
N -0.32 -0.99 0.57
H 0.00 -0.11 0.03
H -0.37 -0.62 -0.06
H 0.13 -0.67 0.02
H -0.03 0.00 0.44
H 0.33 0.33 0.01
H -0.20 0.26 -0.19
O 0.03 0.42 -0.21
C 0.26 -0.54 -0.16
O 0.38 0.42 -0.19
C 0.19 0.87 -0.55
H 0.07 -0.22 0.26
H -0.53 0.00 0.09
H -0.04 -0.55 0.10

***

6.
Computed, not measured: 2 unconnected molecules or ions with the total composition C4H11NS, with the ωB97M-V functional and the def2-TZVPD basis.

Calculated values
Spin multiplicity: 1
DFT total energy (eV): -16650.01512
Strongest force on any atom (eV/Å): 2.60
SMILES: C=NC.CSC
Lowest unoccupied orbital energy (hartree): 0.036
Frontier orbital gap (eV): 9.44
Relative energy (zero: lowest compared OMol25 entry of this formula, charge and spin) (kcal per mole): 41.0

Positions of all 17 atoms, in Å:
C -0.81934 0.61168 2.33415
S -2.25888 -0.03904 1.28960
C -2.13136 -1.80324 1.70143
H -0.00222 -0.08551 2.18725
H -1.23763 0.68306 3.32900
H -0.59330 1.55788 1.85516
H -3.15100 -2.19437 1.67054
H -1.47600 -2.29775 0.99083
H -1.83481 -1.95186 2.73758
C 2.69162 0.59287 -2.25489
C 0.39999 0.68465 -2.09073
N 1.45146 0.12301 -1.69363
H 3.03821 -0.02015 -3.11107
H 3.58543 0.56180 -1.63419
H 2.58198 1.56276 -2.74934
H -0.56134 0.71351 -1.57028
H 0.31719 1.30069 -2.99142

Force components x, y, z for each atom (eV/Å):
C -1.60 -0.67 -1.56
S 0.89 0.19 0.67
C -0.65 0.32 0.09
H 0.14 0.06 0.34
H 0.54 0.16 0.25
H 0.17 0.22 0.40
H 0.16 -0.14 -0.38
H 0.00 -0.22 0.18
H 0.36 0.11 -0.04
C 0.69 -0.53 -2.45
C -0.67 0.60 -0.36
N 0.04 0.50 1.27
H -0.44 -0.31 0.29
H -0.56 0.18 0.73
H 0.06 0.29 0.45
H 0.21 -1.15 0.24
H 0.63 0.40 -0.13

***

7.
Computed, not measured: 7 unconnected molecules or ions with the total composition C16H32O10, with the ωB97M-V functional and the def2-TZVPD basis.

Calculated values
Spin multiplicity: 1
DFT total energy (eV): -37586.08647
Strongest force on any atom (eV/Å): 1.25
SMILES: CCOCC[C@@H]1CC(=O)O[C@@H]1CC(=O)c1ccccc1.O.O.O.O.O.O
Lowest unoccupied orbital energy (hartree): 0.003
Frontier orbital gap (eV): 9.37

Positions of all 58 atoms, in Å:
C -0.97276 -3.25649 -0.61798
C -0.58718 -2.09369 -1.53641
O 0.73141 -2.31761 -2.00781
C 1.15741 -1.36532 -2.95058
C 1.21788 0.08834 -2.46873
C 1.95006 0.32426 -1.12870
C 2.71167 -0.82956 -0.46569
C 1.97078 -1.05977 0.83704
O 2.23773 -1.84423 1.69584
O 0.89885 -0.26091 0.90294
C 1.21565 0.88722 0.08077
C 0.15732 1.95774 -0.11798
C -1.29163 1.58961 -0.39838
O -1.85333 2.19048 -1.28925
C -2.03495 0.57797 0.39031
C -3.03997 -0.15181 -0.26336
C -3.76777 -1.12174 0.41367
C -3.49776 -1.37488 1.76069
C -2.51335 -0.63935 2.42008
C -1.78277 0.33011 1.74246
H -0.77680 -2.96910 0.41185
H -0.31736 -4.09413 -0.83324
H -2.02340 -3.50217 -0.71277
H -0.57723 -1.19085 -0.93204
H -1.29991 -1.99891 -2.35919
H 2.14271 -1.66228 -3.30481
H 0.49321 -1.40191 -3.82146
H 0.20576 0.48451 -2.40396
H 1.73527 0.65779 -3.23403
H 2.70533 1.07820 -1.34928
H 3.76914 -0.63044 -0.31119
H 2.68880 -1.78487 -0.97946
H 1.99643 1.40494 0.64598
H 0.13449 2.62180 0.74526
H 0.48338 2.56109 -0.95568
H -3.24625 0.03205 -1.30643
H -4.53102 -1.66977 -0.11570
H -4.03981 -2.14127 2.29424
H -2.28995 -0.82636 3.45638
H -1.00480 0.88877 2.23863
O 4.25747 -3.30200 3.36348
H 3.73923 -3.00973 2.60309
H 4.47379 -2.48799 3.82620
O 1.40001 -4.81858 1.27252
H 2.21646 -4.92973 0.77692
H 1.44977 -3.91485 1.60764
O -3.40700 1.14591 4.64637
H -4.00053 1.33273 3.91159
H -3.15578 2.01174 4.98311
O 1.51018 4.65810 -1.07920
H 0.77792 5.23715 -1.31182
H 2.20726 5.25688 -0.77270
O -3.97626 1.52688 -3.09495
H -4.64160 2.18838 -3.30309
H -3.24898 2.01951 -2.68256
O 3.61179 6.26159 0.20659
H 3.38854 6.88131 0.90828
H 4.42111 6.60903 -0.18154

Force components x, y, z for each atom (eV/Å):
C 0.50 0.60 -0.04
C -0.03 -0.43 0.61
O 0.12 -0.06 -0.11
C -0.14 0.31 -0.33
C -0.36 -0.54 0.71
C 1.01 0.38 -0.62
C -0.15 -0.38 0.06
C 0.26 0.01 -0.75
O 0.04 -0.69 0.57
O -0.41 0.43 0.22
C 0.50 0.44 0.22
C -0.67 -0.77 0.19
C 0.21 0.02 -0.04
O -0.16 0.20 -0.47
C -0.36 -0.50 0.28
C -0.04 0.01 0.26
C 0.38 0.28 0.27
C 0.27 0.37 -0.22
C 0.03 -0.10 -0.27
C -0.15 -0.07 -0.53
H -0.07 -0.09 0.18
H -0.23 -0.29 -0.09
H -0.09 -0.20 -0.04
H -0.28 0.31 -0.19
H 0.09 0.15 -0.23
H 0.12 -0.23 0.15
H -0.03 0.03 -0.11
H -0.09 0.11 -0.06
H -0.06 0.08 -0.20
H -0.04 0.16 -0.09
H 0.02 0.25 0.31
H -0.18 -0.03 -0.20
H 0.06 0.08 0.04
H 0.06 0.01 0.17
H 0.07 0.17 -0.05
H 0.00 0.12 -0.11
H -0.08 -0.12 -0.01
H -0.06 -0.06 0.04
H -0.07 -0.03 0.14
H 0.03 -0.03 0.21
O 0.12 -0.03 -0.10
H -0.11 0.07 0.10
H -0.03 0.00 0.02
O 0.00 0.04 -0.02
H 0.01 -0.03 0.02
H 0.02 -0.01 0.03
O -0.02 0.17 0.11
H 0.03 -0.06 -0.04
H -0.03 -0.02 0.04
O 0.03 0.15 -0.01
H -0.02 -0.06 -0.05
H 0.05 -0.05 0.08
O 0.09 0.13 -0.09
H -0.01 -0.03 -0.02
H -0.14 -0.18 0.13
O 0.03 0.08 -0.01
H -0.04 -0.04 0.01
H -0.01 -0.05 -0.04